Entry 1:
{
  "formula": "HOS3",
  "method": "wB97M-V/def2-TZVPD",
  "symbols": ["O", "S", "S", "S", "H"],
  "xyz": [[-0.50, 0.90, -1.34], [-1.44, -1.66, -0.22], [0.98, 1.52, 2.07], [-0.21, 0.06, -0.17], [1.18, -0.82, -0.34]],
  "charge": -1,
  "lumo_ev": [1.49, 1.47],
  "total_energy_ev": -34567.2137,
  "largest_force_ha_per_bohr": 0.0670,
  "de_lowest_kcal_mol": 74.6
}

---

Entry 2:
{
  "formula": "C20H48ErINOP3",
  "method": "wB97M-V/def2-TZVPD",
  "symbols": ["C", "I", "H", "H", "H", "Er", "P", "C", "C", "H", "H", "H", "H", "H", "H", "C", "H", "H", "H", "P", "C", "C", "H", "H", "H", "C", "H", "H", "H", "H", "H", "H", "C", "O", "C", "C", "C", "C", "P", "N", "C", "C", "C", "C", "C", "C", "C", "C", "H", "H", "H", "H", "H", "H", "H", "H", "H", "H", "H", "H", "H", "H", "H", "H", "H", "H", "H", "H", "H", "H", "H", "H", "H", "H", "H"],
  "xyz": [[-4.49, -2.68, -4.21], [-2.61, -2.21, -3.10], [-5.06, -1.76, -4.33], [-5.02, -3.42, -3.62], [-4.15, -3.09, -5.16], [-0.90, -0.49, -1.07], [-3.23, -0.95, 0.52], [-3.48, -2.68, 1.09], [-3.43, -0.04, 2.11], [-4.30, -0.39, 2.67], [-5.67, -0.76, 0.44], [-3.59, 1.03, 1.90], [-4.87, 0.42, -0.61], [-2.57, -3.05, 1.58], [-2.55, -0.14, 2.75], [-4.85, -0.62, -0.27], [-4.30, -2.74, 1.82], [-4.99, -1.27, -1.14], [-3.70, -3.33, 0.23], [0.27, -0.13, -3.61], [1.29, -1.52, -4.24], [-0.63, 0.24, -5.16], [0.92, 2.22, -3.63], [2.24, 1.16, -4.26], [1.91, 1.25, -2.49], [1.46, 1.27, -3.50], [-1.23, 1.16, -5.01], [0.09, 0.40, -5.97], [1.94, -1.14, -5.05], [0.63, -2.31, -4.63], [-1.31, -0.59, -5.40], [1.91, -1.93, -3.44], [-0.61, -2.88, -0.86], [-0.52, -4.03, -0.86], [1.21, 3.43, 0.56], [0.38, 2.29, 1.16], [-0.02, 2.73, 2.57], [-0.89, 2.09, 0.28], [1.40, 0.61, 1.14], [0.93, -0.08, -0.21], [3.25, 0.86, 0.91], [3.82, 1.53, 2.16], [3.89, -0.52, 0.64], [3.64, 1.73, -0.30], [1.05, -0.67, 2.63], [0.00, -1.68, 2.15], [2.30, -1.46, 3.04], [0.55, 0.04, 3.90], [0.60, 4.34, 0.60], [1.46, 3.25, -0.49], [2.12, 3.63, 1.16], [-0.39, 3.77, 2.50], [-0.84, 2.14, 2.98], [0.85, 2.74, 3.25], [-1.61, 1.37, 0.74], [-1.41, 3.05, 0.15], [-0.59, 1.78, -0.75], [3.59, 0.99, 3.09], [4.91, 1.57, 2.05], [3.46, 2.56, 2.27], [4.24, -1.00, 1.56], [3.17, -1.17, 0.12], [4.76, -0.41, -0.02], [4.72, 1.62, -0.45], [3.45, 2.80, -0.14], [3.13, 1.39, -1.20], [0.27, -2.13, 1.18], [-0.09, -2.50, 2.88], [-1.00, -1.24, 2.06], [3.11, -0.82, 3.41], [2.03, -2.12, 3.89], [2.66, -2.12, 2.25], [1.24, 0.84, 4.22], [-0.46, 0.44, 3.81], [0.51, -0.68, 4.73]],
  "spin_multiplicity": 4,
  "charge": 2,
  "lumo_ev": [-6.95, -6.89],
  "total_energy_ev": -88631.4113,
  "largest_force_ha_per_bohr": 0.1125,
  "de_lowest_kcal_mol": 0.0
}

---

Entry 3:
{
  "formula": "C8H14F3NO4PS",
  "method": "wB97M-V/def2-TZVPD",
  "symbols": ["O", "C", "C", "N", "C", "O", "C", "P", "O", "O", "S", "C", "C", "C", "C", "F", "F", "F", "H", "H", "H", "H", "H", "H", "H", "H", "H", "H", "H", "H", "H", "H"],
  "xyz": [[1.95, 3.18, 2.05], [2.29, 2.96, 0.86], [1.30, 2.26, -0.19], [1.36, 0.76, -0.03], [1.95, -0.05, -1.18], [1.53, -1.45, -1.11], [0.75, -1.49, 0.12], [-0.30, -3.00, 0.54], [0.27, -3.66, 2.02], [0.05, -4.21, -0.64], [-2.21, -2.73, 0.49], [0.06, 0.00, 0.18], [-0.91, 0.22, -1.07], [-2.45, 0.50, -0.72], [-2.74, 1.13, 0.71], [-4.08, 1.64, 0.66], [-2.75, 0.18, 1.77], [-1.91, 2.23, 1.06], [3.33, 3.27, 0.47], [1.69, 2.49, -1.25], [0.26, 2.71, -0.12], [1.85, 0.63, 0.88], [1.62, 0.45, -2.17], [3.10, 0.00, -1.13], [1.57, -1.53, 0.94], [0.94, -3.05, 2.42], [-0.81, -4.58, -0.95], [-0.34, 0.00, 1.25], [-0.88, -0.75, -1.69], [-0.57, 1.04, -1.80], [-2.83, 1.28, -1.49], [-3.10, -0.43, -0.89]],
  "smiles": "O=CC[N@@H+]1CO[C@H](P(O)(O)=S)[C@@H]1CCC(F)(F)F",
  "charge": 1,
  "lumo_ev": -4.21,
  "total_energy_ev": -46470.9576,
  "largest_force_ha_per_bohr": 0.1005
}

---

Entry 4:
{
  "formula": "C5H10N3O2",
  "method": "wB97M-V/def2-TZVPD",
  "symbols": ["C", "C", "C", "C", "C", "N", "N", "N", "O", "O", "H", "H", "H", "H", "H", "H", "H", "H", "H", "H"],
  "xyz": [[0.89, 1.42, 0.37], [1.15, 1.68, -1.03], [0.89, -1.35, -0.71], [-0.04, 0.73, -1.36], [-0.52, -0.45, 0.72], [-0.32, 0.82, 0.06], [-0.30, -0.52, 2.04], [-1.92, -1.02, 0.30], [1.38, 1.71, 1.43], [0.35, -0.58, -1.75], [0.83, 2.71, -1.13], [2.23, 1.46, -1.39], [1.80, -0.81, -0.35], [1.09, -2.38, -0.85], [-0.69, 1.13, -2.10], [0.16, 0.33, 2.47], [-0.14, -1.29, 2.68], [-2.72, -0.83, 1.02], [-1.90, -2.05, 0.24], [-2.20, -0.70, -0.66]],
  "charge": 1,
  "lumo_ev": -3.57,
  "total_energy_ev": -13902.2509,
  "largest_force_ha_per_bohr": 0.0991,
  "de_lowest_kcal_mol": 90.1
}

---

Entry 5:
{
  "formula": "C5H9NO",
  "method": "wB97M-V/def2-TZVPD",
  "symbols": ["C", "N", "O", "C", "C", "C", "C", "H", "H", "H", "H", "H", "H", "H", "H", "H"],
  "xyz": [[-0.53, -2.04, 0.36], [0.64, -1.18, 0.14], [1.51, -1.17, 1.25], [0.23, 0.11, -0.21], [-0.83, 0.51, -0.92], [-0.63, 1.95, -0.57], [0.74, 1.51, 0.06], [-1.21, -1.90, -0.48], [-1.09, -1.77, 1.27], [-0.24, -3.09, 0.39], [2.34, -1.49, 0.87], [-1.55, -0.04, -1.51], [-0.61, 2.69, -1.38], [-1.33, 2.29, 0.21], [0.96, 1.81, 1.09], [1.58, 1.80, -0.59]],
  "smiles": "CN(O)C1=CCC1",
  "lumo_ev": 0.96,
  "total_energy_ev": -8865.1972,
  "largest_force_ha_per_bohr": 0.0087,
  "de_lowest_kcal_mol": 92.6
}

---

Entry 6:
{
  "formula": "CHF4N2O",
  "method": "wB97M-V/def2-TZVPD",
  "symbols": ["C", "N", "N", "O", "F", "F", "F", "F", "H"],
  "xyz": [[0.05, 2.13, -2.03], [-0.58, 1.67, 1.10], [-1.34, 1.30, -1.60], [-2.07, 1.05, -2.45], [0.68, 1.45, -3.01], [0.77, 2.20, -0.90], [-0.25, 3.27, -2.44], [0.42, 1.14, 1.70], [-1.20, 1.99, 1.80]],
  "charge": 1,
  "lumo_ev": [-8.68, -9.82],
  "total_energy_ev": -16934.4631,
  "largest_force_ha_per_bohr": 0.1012,
  "de_lowest_kcal_mol": 118.8
}

---

Entry 7:
{
  "formula": "C5H6N2O",
  "method": "wB97M-V/def2-TZVPD",
  "symbols": ["C", "C", "C", "C", "C", "H", "H", "H", "H", "H", "H", "N", "N", "O"],
  "xyz": [[2.17, -0.18, 0.78], [1.38, -0.11, -0.47], [-0.17, -0.25, -0.34], [-2.13, 0.56, -0.16], [-2.14, -0.80, -0.29], [3.30, -0.17, 0.71], [1.85, -1.08, 1.25], [1.89, 0.72, 1.55], [-0.53, 2.11, -0.36], [-2.89, 1.14, -0.27], [-2.95, -1.50, -0.20], [-0.83, 0.93, -0.28], [-0.90, -1.28, -0.32], [1.94, -0.09, -1.61]],
  "lumo_ev": 0.38,
  "total_energy_ev": -10307.7547,
  "largest_force_ha_per_bohr": 0.1243,
  "de_lowest_kcal_mol": 42.6
}

---

Entry 8:
{
  "formula": "C3H4N2O",
  "method": "wB97M-V/def2-TZVPD",
  "symbols": ["N", "C", "C", "C", "N", "O", "H", "H", "H", "H"],
  "xyz": [[-2.89, -0.04, 0.90], [-1.99, -0.24, 0.22], [-0.79, -0.66, -0.55], [0.43, -0.20, 0.29], [1.17, 0.69, -0.29], [2.25, 1.11, 0.53], [-0.73, -1.76, -0.77], [-0.80, -0.17, -1.55], [0.68, -0.60, 1.24], [2.66, 1.86, -0.01]],
  "smiles": "N#CC/C=N/O",
  "lumo_ev": 0.88,
  "total_energy_ev": -8201.1034,
  "largest_force_ha_per_bohr": 0.0573,
  "de_lowest_kcal_mol": 64.2
}

---

Entry 9:
{
  "formula": "CH3F2PS",
  "method": "wB97M-V/def2-TZVPD",
  "symbols": ["C", "F", "F", "P", "S", "H", "H", "H"],
  "xyz": [[0.07, 0.93, 0.74], [0.23, -1.52, 0.36], [-0.68, 2.07, 0.52], [-0.37, -0.31, -0.57], [1.79, 1.40, 0.51], [-1.81, -0.71, -0.39], [-0.26, -0.93, -1.89], [2.16, 0.17, 0.94]],
  "spin_multiplicity": 3,
  "lumo_ev": [0.57, -1.75],
  "total_energy_ev": -26640.0304,
  "largest_force_ha_per_bohr": 0.0662,
  "de_lowest_kcal_mol": 56.3
}

---

Entry 10:
{
  "formula": "CH4N2P2",
  "method": "wB97M-V/def2-TZVPD",
  "symbols": ["H", "P", "N", "C", "N", "P", "H", "H", "H"],
  "xyz": [[2.66, 0.77, -1.10], [1.71, -0.16, -1.12], [1.19, 0.54, 0.14], [0.08, -0.06, 0.86], [-1.26, 0.00, 0.35], [-1.57, 0.06, -1.17], [-3.02, -0.14, -0.91], [0.29, -1.13, 0.99], [-0.08, 0.11, 1.96]],
  "smiles": "[H]/P=N/C/N=P/[H]",
  "lumo_ev": -0.51,
  "total_energy_ev": -22655.9449,
  "largest_force_ha_per_bohr": 0.0742,
  "de_lowest_kcal_mol": 59.1
}

---

Entry 11:
{
  "formula": "C5H8IN2",
  "method": "wB97M-V/def2-TZVPD",
  "symbols": ["C", "C", "C", "C", "N", "N", "I", "C", "H", "H", "H", "H", "H", "H", "H", "H"],
  "xyz": [[-0.33, 0.92, -1.77], [0.03, 0.06, -0.54], [-0.40, 0.33, 0.70], [0.21, -0.51, 1.69], [0.04, -0.55, 3.01], [1.05, -1.34, 1.09], [2.28, -2.84, 1.85], [1.10, -1.00, -0.61], [-0.16, 0.41, -2.74], [0.27, 1.77, -1.62], [-1.40, 1.18, -1.75], [-1.06, 1.20, 0.91], [-0.36, 0.19, 3.58], [0.23, -1.37, 3.55], [1.20, -1.80, -1.33], [2.03, -0.40, -0.61]],
  "smiles": "CC1=CC(=[NH2+])N(I)C1",
  "charge": 1,
  "lumo_ev": -4.62,
  "total_energy_ev": -16387.6839,
  "largest_force_ha_per_bohr": 0.0931,
  "de_lowest_kcal_mol": 17.1
}

---

Entry 12:
{
  "formula": "C5H8O2",
  "method": "wB97M-V/def2-TZVPD",
  "symbols": ["O", "C", "C", "C", "O", "C", "C", "H", "H", "H", "H", "H", "H", "H", "H"],
  "xyz": [[-0.06, -0.56, -1.52], [-0.30, 0.05, -0.26], [0.80, -0.31, 0.73], [2.15, 0.19, 0.27], [2.38, 0.63, -0.83], [-1.74, -0.36, 0.22], [-0.86, 1.38, -0.16], [0.76, -0.13, -1.84], [0.59, 0.11, 1.72], [0.89, -1.40, 0.84], [2.97, 0.14, 1.02], [-1.73, -0.72, 1.25], [-2.10, -1.09, -0.49], [-1.31, 1.57, -1.15], [-2.44, 0.50, 0.20]],
  "lumo_ev": 0.73,
  "total_energy_ev": -9405.5488,
  "largest_force_ha_per_bohr": 0.0090,
  "de_lowest_kcal_mol": 98.8
}